Here is C21H48ClFeNO2P3 as an isolated structure from OMol25. Energies are from ωB97M-V/def2-TZVPD.

Computed properties:
HOMO-LUMO gap (spin up / spin down): 4.19 / 6.12 eV
Lowest unoccupied orbital energy (spin up / spin down): -8.8 / -8.5 eV
HOMO energy (spin up / spin down): -13.0 / -14.6 eV
2S+1: 6
Net charge: +2

Geometry (Å):
1 H -0.139772 -2.678500 1.134353
2 H -0.884506 3.776404 1.551147
3 H -1.087821 4.207673 -1.977496
4 H 2.402264 2.636702 -2.115005
5 C -2.456202 1.780966 1.829035
6 C 1.492321 -0.076915 2.565587
7 H 1.888639 -2.157705 1.936204
8 C 1.526474 -3.160180 -1.160294
9 O 2.767236 -0.139109 -4.504796
10 H 1.210709 -0.258752 -6.979637
11 H 2.311731 1.581125 1.382092
12 H 1.347776 -3.369848 -0.098739
13 C -2.587216 -1.332610 1.399297
14 C -1.387032 3.163301 -1.811726
15 H -1.501936 2.934728 4.005039
16 H 1.039568 -1.479568 4.214742
17 C -0.249519 2.879330 1.564136
18 C 2.267112 -1.145085 1.781072
19 H -0.767602 1.859514 -4.437661
20 H -0.048599 2.599954 0.523836
21 H -1.318970 -3.457654 2.204089
22 H -1.030874 -1.136577 4.510079
23 H -1.606610 -3.251754 -0.455838
24 H 0.090300 2.176560 4.182280
25 H 0.069601 3.421270 -4.212313
26 C 2.301135 1.223042 2.421065
27 H -1.055850 -4.391651 -1.727474
28 H 0.346303 -3.839816 -3.752775
29 H -1.399817 1.214215 4.401445
30 H -0.488958 -2.358036 -4.272247
31 P 0.038931 2.078128 -2.185180
32 H 0.861907 0.249857 4.654981
33 C 0.726830 -0.261851 -5.982800
34 P 0.116252 -2.287717 -1.931512
35 C -0.989432 1.749684 2.294788
36 Cl -2.334309 -0.088835 -1.915490
37 C -0.598415 -2.627124 2.132347
38 H 1.958045 2.018755 3.091469
39 H 2.469462 -0.464096 4.429503
40 H 2.443759 -2.566431 -1.250103
41 H -2.174886 -3.046492 -2.135933
42 Fe -0.238858 -0.065780 -1.475491
43 C -1.322528 -3.346440 -1.512380
44 H -2.203832 2.898263 -2.494065
45 H -3.356116 -0.617942 1.700473
46 C 1.694363 -0.090710 -1.908403
47 H -2.312540 -1.120373 0.359988
48 P -0.224095 0.107112 1.841684
49 H 3.344339 0.999674 2.694780
50 H 1.366953 4.083243 -1.865124
51 H 0.161019 -2.798019 2.905345
52 H 1.635605 2.920452 -0.535689
53 H -2.405310 -2.132947 3.995360
54 H -0.022689 0.554512 -5.937905
55 C 0.346513 -2.745676 -3.681876
56 C -1.355873 -1.305702 2.324238
57 C 1.501530 3.020354 -1.619531
58 H -1.730562 3.036724 -0.779999
59 H 1.668225 -4.111778 -1.688725
60 H 0.693823 3.154435 2.043923
61 H -2.561813 1.458192 0.782389
62 H -2.819302 2.817446 1.901412
63 C 1.684975 -0.091181 -4.948055
64 H 2.267186 -0.921236 0.705939
65 H -3.107149 1.176847 2.471227
66 H 0.177406 -1.207589 -5.833488
67 C 0.103047 2.346491 -3.986468
68 C -0.930986 2.012518 3.815306
69 H 1.023210 1.907481 -4.394252
70 H 3.312497 -1.135743 2.119947
71 O 2.838306 -0.081551 -1.647997
72 H 1.298314 -2.368350 -4.072085
73 C 1.433566 -0.468745 4.054508
74 C -1.848788 -1.206690 3.782851
75 H -3.042115 -2.332885 1.432702
76 N -0.091434 0.053914 0.212213
77 H -2.544924 -0.373188 3.935703

Cartesian forces (eV/Å) of the 6 atoms listed first:
H -0.1 0.0 0.4
H 0.1 -0.2 0.1
H -0.1 -0.2 0.1
H -0.1 0.2 0.1
C -0.1 0.0 0.0
C 0.0 -0.1 0.2

Calculated atomic charges, method Mulliken, unit e: -0.005, 0.574, 0.474, 0.459, -1.768, 1.888, 0.250, -1.273, -0.144, 0.406, 0.192, 0.313, -1.543, -1.106, 0.509, 0.306, -1.703, -1.280, 0.344, -0.229, 0.595, 0.316, 0.234, 0.303, 0.471, -1.740, 0.507, 0.507, 0.323, 0.251, 1.272, 0.294, -0.610, 1.242, 2.116, -0.379, -1.894, 0.286, 0.524, 0.321, 0.424, -0.400, -1.273, 0.465, 0.304, -0.270, 0.148, -0.727, 0.642, 0.494, 0.297, 0.125, 0.530, 0.250, -1.192, 2.203, -1.135, 0.134, 0.544, 0.295, 0.297, 0.587, 0.735, 0.018, 0.337, 0.239, -1.313, -1.784, 0.324, 0.570, -0.329, 0.425, -1.822, -1.961, 0.496, 1.381, 0.340

***

Here is one molecule with the formula C11H8N4O3S from OMol25. Energies are from ωB97M-V/def2-TZVPD.

Computed properties:
HOMO-LUMO gap: 7.68 eV
Lowest unoccupied orbital energy: -1.4 eV
HOMO energy: -9.0 eV
SMILES: O=C(N/N=C/c1ccc([N+](=O)[O-])s1)c1cccnc1

Geometry (Å):
1 N -0.256742 -1.335970 0.007793
2 O -3.468694 -2.629792 0.055754
3 C -3.932630 0.158491 0.746120
4 C -2.605904 -1.783333 -0.005273
5 H -1.346677 0.254940 -1.427267
6 S 3.666313 -1.455388 0.039503
7 H -4.520975 -0.521066 1.347788
8 O 6.031971 1.527612 0.171500
9 C -2.511152 1.921445 -0.737875
10 N 5.638353 0.379207 0.123021
11 C 2.040136 -0.868062 0.061146
12 C -3.576995 2.291747 0.070003
13 O 6.344548 -0.611265 0.082581
14 C 4.249689 0.167340 0.111533
15 N -1.281489 -2.175132 -0.038211
16 H 1.051021 1.045888 0.150321
17 C 0.942249 -1.780387 0.015900
18 H -1.122943 -3.188635 -0.030178
19 N -4.271129 1.429641 0.793487
20 H 3.437091 2.162583 0.199621
21 C -2.153452 0.584996 -0.791010
22 H 1.173419 -2.849630 -0.013585
23 H -1.982600 2.659073 -1.321443
24 C -2.871378 -0.327499 -0.022526
25 C 3.242817 1.106484 0.151480
26 H -3.898586 3.322577 0.137068
27 C 1.983737 0.514127 0.122742

Cartesian forces (eV/Å) of the 6 atoms listed first:
N 0.9 0.5 0.2
O 0.0 0.0 0.0
C 0.3 -0.5 -0.2
C 0.1 0.0 0.1
H 0.0 0.0 0.0
S -0.4 0.6 0.0

Calculated atomic charges, method Mulliken, unit e: -0.123, -0.601, -0.278, 0.107, 0.548, -0.117, 0.411, -0.598, -0.604, 0.995, 0.445, -0.233, -0.614, -0.001, -0.150, 0.552, -0.396, 0.264, -0.586, 0.473, -0.110, 0.334, 0.387, 0.484, -0.248, 0.365, -0.707

***

Here is one molecule with the formula C8H9IN2O4 from OMol25. Energies are from ωB97M-V/def2-TZVPD.

Computed properties:
HOMO-LUMO gap: 8.27 eV
Lowest unoccupied orbital energy: -0.7 eV
HOMO energy: -8.9 eV
SMILES: COC(=O)C(/C=C\C=C(\N)[N+](=O)[O-])=C\I
Relative energy (zero: lowest compared OMol25 entry of this formula, charge and spin): 1.500 eV

Geometry (Å):
1 I 1.489825 1.392923 -1.962294
2 H -2.000493 2.043163 -3.304548
3 H 1.136158 -0.424618 2.513548
4 H 4.092320 0.170488 0.783803
5 C 1.000725 -0.445289 -1.166152
6 C 1.263574 -1.134619 1.687859
7 C 2.413046 -0.837961 1.000560
8 C -0.341317 -2.089998 0.018503
9 C -0.168159 -0.826674 -0.688210
10 O -1.407562 0.638138 -2.176234
11 H -2.959032 0.506243 -3.364877
12 H 0.167467 -2.922683 1.848739
13 C -2.565430 1.332639 -2.734202
14 C -1.483719 0.069134 -1.004797
15 H 1.743495 -1.225490 -1.250546
16 C 0.398144 -2.259747 1.132276
17 N 3.183356 0.277314 1.125671
18 N 3.216080 -1.895892 0.332237
19 H -0.932441 -2.953402 -0.202946
20 O 2.854381 -3.032024 0.382541
21 H 2.821322 1.068383 0.656448
22 O 4.372914 -1.558477 0.011780
23 H -3.297790 1.628570 -2.003726
24 O -2.415548 0.108749 -0.194291

Cartesian forces (eV/Å) of the 6 atoms listed first:
I 0.4 0.2 -0.1
H -0.8 1.0 -0.4
H -0.8 -0.6 -0.3
H 1.6 -0.6 -0.3
C 0.1 -0.6 -0.7
C 2.2 -0.5 -2.1

Calculated atomic charges, method Mulliken, unit e: 0.081, 0.240, 0.377, 0.318, -0.781, -0.307, 0.001, -0.743, 0.676, -0.209, 0.290, 0.603, -0.736, 0.410, 0.675, -0.550, -0.553, 1.123, 0.418, -0.527, 0.181, -0.703, 0.333, -0.617

***

Here is an isolated ion of composition C3H5N2O2S and charge -1 from OMol25. Energies are from ωB97M-V/def2-TZVPD.

Computed properties:
HOMO-LUMO gap: 7.48 eV
Lowest unoccupied orbital energy: 3.6 eV
HOMO energy: -3.9 eV
SMILES: [O-]C1=NCCNSO1
Relative energy (zero: lowest compared OMol25 entry of this formula, charge and spin): 1.860 eV
Net charge: -1

Geometry (Å):
1 H 0.782765 -0.580628 1.718829
2 H 0.676626 -1.447196 -1.135459
3 S -1.216373 -1.929415 0.090585
4 C 1.026527 -0.411187 0.667857
5 N -0.605998 1.429804 -0.003593
6 H 2.076177 -0.609663 0.485986
7 C 0.704389 0.907641 -0.214515
8 O -2.824882 1.441317 0.225842
9 O -1.862089 -0.561164 -0.567281
10 H 1.105347 0.766261 -1.322898
11 N 0.497299 -1.583779 -0.136241
12 C -1.756203 0.914826 -0.050595
13 H 1.396415 1.663178 0.241481

Cartesian forces (eV/Å) of the 6 atoms listed first:
H -0.4 0.8 -0.3
H -0.2 0.0 0.5
S 1.9 2.2 -0.6
C 0.1 -0.9 -4.1
N 2.2 1.0 -0.5
H 0.8 0.4 0.7

Calculated atomic charges, method Mulliken, unit e: 0.303, 0.299, 0.008, -0.573, -0.586, 0.324, -0.385, -0.673, -0.362, 0.262, -0.475, 0.603, 0.254

***

Here is C38H50ClO4S3SiY as an isolated structure from OMol25. Energies are from ωB97M-V/def2-TZVPD.

Computed properties:
HOMO-LUMO gap: 7.49 eV
Lowest unoccupied orbital energy: 0.0 eV
HOMO energy: -7.5 eV
Relative energy (zero: lowest compared OMol25 entry of this formula, charge and spin): 2.119 eV

Geometry (Å):
1 H -2.655043 -6.763506 0.285192
2 Si -1.078923 -1.295303 1.302970
3 C -2.263414 -0.534395 -2.894210
4 Cl 0.992034 -3.096038 -1.923544
5 C -1.853233 -1.337422 -4.126460
6 C 4.200499 1.907870 -0.118549
7 C 3.578048 0.256990 1.477232
8 C -1.621849 -3.091380 1.113904
9 H -4.390073 -0.583737 -3.416578
10 H 3.696671 -1.784721 0.868624
11 C -3.241871 -4.692174 0.258585
12 C 3.896595 2.614576 2.300970
13 C 0.563434 3.414649 0.811367
14 C 4.900075 -2.925694 -1.164388
15 H 4.793307 1.191545 -2.043621
16 C -4.592418 0.927303 0.742094
17 C -2.368618 -5.742355 0.521904
18 C -1.127939 -5.477640 1.093641
19 H -2.084341 3.979196 1.995460
20 H 3.259915 -0.022525 2.477860
21 H -1.781381 5.231598 -0.126286
22 O -0.446470 -2.942659 -1.784675
23 H -0.701230 0.866915 -3.436772
24 H -0.385836 2.811080 -3.727870
25 H 0.220785 -3.976763 1.810567
26 H 0.268535 4.921361 -0.741879
27 H 3.613739 -1.404421 -3.243271
28 C -4.639606 0.114597 3.005967
29 C -0.761804 -4.165249 1.384795
30 H -2.944706 -1.040225 3.644372
31 H -3.106087 2.784593 1.193705
32 C -2.537699 4.447570 -0.092629
33 H -1.052084 5.384143 -2.167663
34 H 5.172533 -2.096974 -3.691032
35 H -2.525691 -2.188213 -4.294552
36 H -1.892414 -0.688710 -5.012707
37 C 3.848561 1.592417 1.192880
38 C -3.397327 -0.488152 2.819599
39 H -1.821830 4.780366 -3.608911
40 H -2.852325 0.415973 -0.404367
41 H -3.568181 -2.571880 0.347026
42 H -0.838498 -1.729098 -4.042777
43 H 3.132626 2.428957 3.060541
44 H -5.146661 0.026094 3.962505
45 H -3.504507 0.851131 -3.995299
46 C -2.721453 -0.393350 1.595934
47 H -4.213999 -4.892822 -0.184828
48 H -0.750321 -3.110464 3.727576
49 H 3.849824 -3.225043 -1.133433
50 C 0.440742 -2.044883 5.160791
51 S -0.883493 2.372747 0.724049
52 H -3.949893 0.711121 -2.280691
53 O 1.588043 -2.782510 -0.609001
54 H 5.013557 -0.353467 -3.501590
55 H -0.438554 -6.292476 1.299641
56 H 1.695949 1.076440 4.740251
57 O 1.427479 -1.982882 -2.801820
58 C 4.448220 0.904456 -1.052631
59 C 0.532266 -0.008341 3.283315
60 S 0.981575 2.918718 -1.855507
61 C 1.132097 -0.873515 5.452293
62 H 6.121465 -1.233810 -1.531399
63 H 4.357633 2.946125 -0.402573
64 C -0.090691 3.664923 -3.114871
65 H 0.555426 0.810857 2.564915
66 C -5.240090 0.823129 1.965739
67 C -0.203330 -2.192720 3.931543
68 Y 0.361916 -0.412364 -0.958255
69 H 5.333702 -3.091465 -0.173698
70 C 0.953259 4.114022 -0.495441
71 H 1.951558 4.542019 -0.403677
72 C -1.327544 4.469892 -2.690668
73 H 1.354079 2.724203 1.070781
74 H 4.867075 2.563748 2.800786
75 C 4.688364 -1.316746 -3.097844
76 C -3.344990 0.328019 0.566466
77 C 4.377529 -0.454393 -0.712261
78 C -1.169770 0.492685 -2.511195
79 H 0.399324 -2.846354 5.895154
80 C -2.870463 -3.382301 0.555800
81 H 5.416550 -3.585953 -1.865687
82 H 3.781426 3.632697 1.924872
83 O 1.390689 -4.368152 -2.412051
84 H -6.212639 1.283240 2.109170
85 H -3.501109 4.928398 0.067195
86 H -5.057864 1.468234 -0.078793
87 H 0.447185 4.119121 1.638201
88 C -3.606860 0.146533 -3.157831
89 C 3.838482 -0.753909 0.550868
90 C 5.062390 -1.477313 -1.618846
91 H 1.632701 -0.757109 6.410467
92 H -1.632148 1.361595 -2.023167
93 C 1.170054 0.151464 4.511903
94 S -2.597314 3.621577 -1.714539
95 H 0.537113 4.312692 -3.721380
96 C -0.165077 -1.181294 2.961023
97 H -2.422483 -1.245726 -2.072088
98 C -2.262901 3.460993 1.053340

Cartesian forces (eV/Å) of the 6 atoms listed first:
H 0.0 0.1 0.0
Si -0.3 -0.1 0.4
C 0.1 0.2 -0.2
Cl 0.0 0.1 0.1
C -0.1 -0.1 -0.1
C 0.0 -0.1 -0.1

Calculated atomic charges, method Mulliken, unit e: 0.363, 0.808, 2.541, 1.744, -1.764, -0.716, -0.411, 0.922, 0.401, 0.255, -0.730, -1.308, -0.434, -1.547, 0.225, -0.473, -0.564, -0.714, 0.638, 0.507, 0.356, -0.455, 0.605, 0.234, 0.406, 0.389, 0.138, -0.901, -0.075, 0.377, -0.109, -0.910, 0.488, 0.424, 0.388, 0.439, 0.476, -0.432, 0.500, 0.557, 0.241, 0.245, 0.152, 0.380, 0.321, 0.307, 0.411, 0.458, 0.149, -0.810, 0.535, 0.094, -0.541, 0.379, 0.389, 0.375, -0.664, -0.672, -0.305, 0.219, -0.674, 0.337, 0.350, -0.728, 0.442, -0.543, 0.031, -0.718, 0.371, -1.039, 0.623, -1.005, -0.689, 0.428, -1.272, -0.645, 0.516, -0.318, 0.422, -0.204, 0.445, 0.355, -0.721, 0.364, 0.577, 0.339, 0.806, -1.430, -0.261, 0.801, 0.380, -0.690, -0.661, 0.069, 0.649, 0.368, -0.605, -0.765